# 1
Formula: C33H50O33
Source: the OMol25 dataset
Level of theory: wB97M-V/def2-TZVPD

E_HOMO ... -0.392 Eh
Energy ... -3770.42561 Eh
ΔE to the lowest compared entry with this formula, charge and spin ... 45.47 kcal per mole
Kohn-Sham gap ... 10.78 eV
Charge ... 0
Maximum force ... 0.064 hartree/bohr
2S+1 ... 1
M ... 974.73 g/mol

Structure (XYZ):
```
116
Properties=species:S:1:pos:R:3:forces:R:3
C -2.120 5.935 1.550 -0.080 0.586 -0.381
O -2.017 4.644 0.963 -0.037 -0.392 -0.444
C -2.217 4.596 -0.371 -0.563 0.277 -0.559
O -2.480 5.536 -1.093 0.372 -0.900 0.717
O -2.105 3.315 -0.750 0.425 0.461 1.232
C -2.438 2.962 -2.072 0.123 0.299 -0.860
H -3.150 6.200 1.795 -0.077 -0.214 -0.177
H -1.741 6.665 0.832 0.035 0.112 0.310
H -1.555 5.931 2.474 0.242 -0.132 -0.010
H -3.496 3.125 -2.237 -0.137 -0.114 -0.182
H -2.162 1.919 -2.181 -0.251 -0.073 0.190
H -1.855 3.514 -2.813 -0.063 0.266 0.129
C 1.426 0.807 2.746 1.285 -0.587 0.564
O 0.396 1.110 1.840 -0.226 1.283 1.518
C 0.052 0.122 1.070 0.838 0.593 -1.784
O 0.585 -0.944 1.001 -0.002 -1.488 0.419
O -0.788 0.617 0.196 -1.544 0.017 -0.157
C -1.204 -0.252 -0.861 0.158 -0.065 0.190
H 2.395 1.098 2.333 -0.088 0.093 -0.131
H 1.459 -0.272 2.884 -0.062 0.132 0.278
H 1.311 1.318 3.691 -0.457 0.166 0.012
H -0.508 -0.035 -1.664 -0.273 -0.271 -0.539
H -2.243 -0.014 -1.054 0.019 0.177 -0.383
H -1.141 -1.302 -0.588 0.207 0.003 0.091
C 0.683 -7.771 2.686 -0.355 -0.046 -0.049
O 1.283 -6.584 2.218 0.710 0.691 -0.024
C 0.599 -5.841 1.359 -0.175 -0.494 0.145
O -0.513 -6.086 0.962 -0.209 0.109 -0.101
O 1.345 -4.803 1.011 0.610 -0.519 0.484
C 0.726 -3.864 0.198 -1.150 0.743 -2.028
H 1.298 -8.103 3.511 0.131 -0.120 0.048
H 0.672 -8.500 1.880 -0.124 -0.213 0.062
H -0.325 -7.571 3.039 -0.101 -0.098 -0.056
H 1.451 -3.184 -0.230 0.311 0.276 0.699
H -0.096 -3.353 0.687 0.233 0.253 0.391
H 0.280 -4.261 -0.723 0.065 -0.675 0.305
O 5.701 1.241 0.179 2.369 2.252 -0.516
C 5.054 0.297 0.324 -2.370 -1.179 0.863
O 4.635 -0.546 -0.620 0.055 -0.040 -1.352
C 3.528 -1.302 -0.171 -0.213 -1.084 1.191
C 3.781 -1.232 1.342 -0.038 -1.902 -0.665
O 4.470 -0.024 1.517 0.071 0.161 0.441
H 2.551 -0.998 -0.542 0.216 0.654 -0.056
H 3.659 -2.348 -0.444 0.055 0.098 -0.423
H 4.441 -2.096 1.504 0.254 0.367 0.482
H 2.953 -1.392 2.018 -0.268 0.537 -0.268
O 4.251 2.799 -2.523 0.937 -0.216 -0.885
C 3.210 2.863 -1.984 -0.235 -0.196 0.388
O 3.056 2.827 -0.648 0.087 0.463 0.535
C 1.782 3.368 -0.327 -0.866 -1.289 -0.089
C 1.016 3.212 -1.641 -1.064 1.122 0.374
O 2.014 2.951 -2.595 -0.086 0.117 -0.568
H 1.303 2.705 0.390 0.192 0.394 0.460
H 1.841 4.396 0.015 0.214 0.056 0.073
H 0.477 4.137 -1.863 0.300 0.136 -0.353
H 0.218 2.476 -1.620 0.439 -0.645 -0.011
O 2.618 1.901 6.102 0.513 1.107 -0.073
C 2.662 3.044 5.741 -1.197 -0.689 -0.766
O 1.952 3.463 4.619 0.535 -0.569 1.015
C 2.080 4.846 4.458 1.338 1.181 0.540
C 3.095 5.266 5.604 -1.885 0.559 -1.204
O 3.291 4.077 6.326 0.398 -0.843 0.044
H 2.510 5.088 3.487 -0.148 -0.192 -0.109
H 1.142 5.381 4.582 -0.251 -0.295 -0.032
H 2.585 5.988 6.235 0.277 0.082 0.293
H 3.985 5.713 5.178 0.468 -0.360 0.259
O -4.451 -1.643 -2.778 0.562 -1.558 0.453
C -4.287 -2.822 -2.561 -0.527 0.451 -0.564
O -3.779 -3.370 -1.435 -0.028 0.015 -0.588
C -3.706 -4.838 -1.559 -0.680 1.579 -0.341
C -4.568 -5.069 -2.814 1.016 -1.730 -0.410
O -4.636 -3.800 -3.464 -0.296 0.258 1.127
H -2.665 -5.111 -1.655 0.176 -0.134 0.000
H -4.144 -5.183 -0.636 0.032 -0.505 0.068
H -5.494 -5.619 -2.591 -0.451 1.230 0.063
H -4.112 -5.777 -3.523 0.347 0.439 0.207
O 1.174 -1.975 -2.626 -0.689 -0.339 1.662
C 1.327 -1.361 -3.617 1.266 -0.214 -1.499
O 1.242 -0.036 -3.769 0.230 0.750 0.290
C 1.701 0.367 -5.071 -0.931 -1.773 -1.331
C 1.688 -0.999 -5.816 0.281 0.656 -0.167
O 1.728 -1.969 -4.762 -0.388 0.585 -0.511
H 0.927 0.962 -5.537 0.195 0.626 0.289
H 2.700 0.772 -5.173 0.017 0.466 1.029
H 2.571 -1.081 -6.449 -0.067 -0.330 0.089
H 0.792 -1.094 -6.438 0.044 -0.320 0.267
O -5.635 2.205 -1.711 -0.441 1.877 -1.559
C -5.534 1.405 -0.871 0.258 -2.143 0.571
O -6.496 1.026 -0.020 -0.395 0.358 0.675
C -5.980 0.121 0.956 0.048 -0.449 -0.152
C -4.516 -0.048 0.540 0.217 -0.732 -0.464
O -4.456 0.606 -0.738 0.493 0.506 1.048
H -6.125 0.524 1.953 0.124 0.234 0.017
H -6.518 -0.825 0.906 -0.142 0.070 -0.189
H -4.228 -1.077 0.321 -0.188 -0.075 0.298
H -3.805 0.351 1.265 0.016 0.391 -0.256
O 3.556 -4.818 4.949 -0.103 -1.792 -0.069
C 3.713 -3.665 5.043 -0.046 2.137 0.306
O 4.139 -3.012 6.157 0.568 0.586 -0.291
C 4.414 -1.630 5.812 0.002 0.345 0.877
C 3.551 -1.398 4.567 1.532 -1.306 0.451
O 3.444 -2.771 4.060 -0.345 0.845 0.092
H 4.211 -0.996 6.685 -0.620 -0.302 -0.301
H 5.480 -1.406 5.644 -0.191 -0.851 -0.350
H 4.175 -0.873 3.849 -0.644 0.450 -0.121
H 2.584 -0.968 4.807 -0.107 -0.029 -0.312
O -1.624 3.192 -6.543 0.010 -0.381 0.352
C -2.102 2.348 -5.853 -0.400 0.163 0.022
O -3.331 2.439 -5.263 0.319 -0.362 -0.060
C -3.705 1.134 -4.828 -0.103 -1.691 -0.447
C -2.361 0.410 -4.631 -0.393 0.153 -0.489
O -1.520 1.154 -5.558 -0.043 0.108 0.703
H -4.388 1.100 -3.989 0.307 0.646 0.473
H -4.247 0.573 -5.606 0.122 0.604 -0.227
H -2.339 -0.622 -4.974 -0.325 0.041 -0.047
H -2.027 0.392 -3.592 0.474 0.524 -0.193
```
Forces are in eV/Å.

These are the Mulliken partial charges, in e, on atoms 1 to 6: atom 1 (C): -0.74, atom 2 (O): -0.20, atom 3 (C): 0.56, atom 4 (O): -0.58, atom 5 (O): 0.30, atom 6 (C): -1.18


# 2
Formula: C33H50O4PRbSSe2Si
Source: the OMol25 dataset
Level of theory: wB97M-V/def2-TZVPD

E_HOMO ... -0.069 Eh
Energy ... -7444.73203 Eh
ΔE to the lowest compared entry with this formula, charge and spin ... 2.24 kcal per mole
Kohn-Sham gap ... 5.76 eV
Charge ... -2
Maximum force ... 0.011 hartree/bohr
2S+1 ... 1
M ... 845.27 g/mol

Structure (XYZ):
```
93
Properties=species:S:1:pos:R:3:forces:R:3
Rb 1.875 -0.197 0.698 -0.374 0.294 -0.286
C 4.507 -1.300 1.872 0.137 -0.025 0.137
C 4.660 -1.703 0.531 0.088 -0.055 -0.018
C 3.738 -2.737 0.281 0.024 -0.103 -0.054
C 3.015 -2.973 1.468 -0.011 -0.172 0.038
C 3.490 -2.084 2.451 0.128 -0.138 0.152
H 5.097 -0.548 2.382 -0.069 0.005 -0.036
H 5.390 -1.320 -0.169 -0.032 0.060 -0.042
H 3.643 -3.293 -0.646 -0.046 0.060 -0.006
H 2.252 -3.732 1.611 0.025 0.088 -0.024
H 3.155 -2.031 3.480 -0.044 0.051 -0.056
Se 1.145 0.758 5.901 0.000 0.012 0.005
P -0.868 0.607 5.205 -0.070 0.029 -0.008
Se -1.299 0.416 3.108 0.134 0.024 0.101
C -1.839 2.003 5.919 -0.010 -0.036 -0.001
C -2.640 2.814 5.130 0.003 -0.020 -0.052
C -3.381 3.842 5.704 0.003 0.003 0.008
C -3.332 4.057 7.071 0.001 0.011 0.005
C -2.528 3.247 7.867 -0.018 0.027 0.025
C -1.782 2.233 7.293 0.047 -0.046 -0.014
C -1.704 -0.810 6.034 0.062 0.001 0.023
C -0.961 -1.905 6.456 0.038 0.039 0.001
C -1.591 -3.007 7.015 -0.026 -0.042 0.023
C -2.970 -3.020 7.171 0.001 -0.012 0.008
C -3.717 -1.923 6.762 -0.022 -0.015 0.012
C -3.087 -0.829 6.192 -0.028 0.041 -0.055
H -2.674 2.626 4.063 0.001 0.004 0.009
H -3.996 4.474 5.075 -0.020 0.020 -0.014
H -3.911 4.855 7.519 -0.013 0.016 0.009
H -2.478 3.413 8.936 -0.003 0.007 0.013
H -1.133 1.615 7.902 0.009 -0.008 0.000
H 0.117 -1.874 6.351 0.007 0.001 -0.019
H -1.001 -3.856 7.334 0.017 -0.028 0.004
H -3.461 -3.880 7.611 -0.008 -0.014 0.013
H -4.793 -1.922 6.884 -0.015 -0.001 -0.006
H -3.675 0.019 5.860 0.000 0.013 -0.014
C 0.814 -1.985 -4.284 -0.028 -0.064 -0.062
C 0.185 -1.536 -2.970 -0.011 0.047 -0.027
C -1.282 -1.173 -3.182 -0.100 -0.097 -0.044
C 0.301 -2.639 -1.924 -0.070 -0.008 0.004
O 0.879 -0.414 -2.432 0.152 0.181 0.114
Si 1.380 0.998 -3.167 0.026 -0.113 0.003
S 1.936 2.395 -1.810 0.009 -0.013 0.090
O 0.092 1.358 -4.153 -0.186 -0.016 -0.222
C -0.115 2.425 -5.061 0.072 0.105 0.114
C 1.200 3.072 -5.493 -0.079 0.010 -0.155
C -0.827 1.829 -6.275 0.015 0.021 0.074
C -1.001 3.455 -4.363 0.015 0.021 -0.021
O 2.508 0.590 -4.340 -0.011 -0.070 0.141
C 3.919 0.464 -4.244 0.000 0.007 -0.048
C 4.341 -0.183 -2.933 0.041 -0.048 0.068
C 4.547 1.849 -4.377 0.069 -0.013 -0.064
C 4.335 -0.421 -5.419 0.015 0.051 0.014
H 0.314 -2.889 -4.642 -0.010 -0.012 -0.014
H 1.872 -2.204 -4.142 0.055 -0.021 0.025
H 0.731 -1.206 -5.041 -0.007 0.012 -0.007
H -1.824 -2.039 -3.576 -0.037 -0.042 0.015
H -1.370 -0.348 -3.887 0.003 -0.041 0.030
H -1.727 -0.882 -2.231 0.022 0.008 0.022
H -0.180 -3.559 -2.270 -0.011 0.009 -0.026
H -0.190 -2.325 -1.003 0.022 0.042 0.018
H 1.345 -2.852 -1.703 0.112 -0.003 0.010
H 1.843 2.333 -5.968 0.004 -0.017 -0.021
H 1.729 3.474 -4.629 0.004 0.041 0.044
H 1.002 3.879 -6.205 -0.017 0.029 0.039
H -0.188 1.078 -6.740 0.024 -0.030 -0.027
H -1.066 2.599 -7.014 0.010 0.025 0.010
H -1.753 1.346 -5.959 -0.031 -0.017 0.005
H -0.503 3.799 -3.456 0.025 -0.008 0.028
H -1.953 3.000 -4.081 -0.002 -0.023 0.011
H -1.198 4.313 -5.010 -0.010 0.009 -0.036
H 4.112 0.469 -2.092 -0.036 0.040 0.047
H 5.415 -0.378 -2.932 0.057 -0.013 -0.007
H 3.821 -1.129 -2.777 -0.036 -0.055 -0.009
H 4.194 2.491 -3.571 -0.015 -0.005 0.038
H 4.263 2.298 -5.332 -0.001 0.001 -0.022
H 5.636 1.777 -4.335 0.048 0.019 0.011
H 3.906 -1.417 -5.309 -0.027 -0.035 0.010
H 5.422 -0.513 -5.471 0.016 0.003 0.005
H 3.970 0.009 -6.353 -0.003 0.018 -0.023
C -4.189 -0.377 0.935 -0.009 0.041 0.006
C -4.015 -1.881 0.741 0.023 -0.027 0.003
C -2.494 -2.010 0.712 0.045 -0.057 0.076
O -1.997 -0.779 0.189 0.030 -0.080 -0.067
C -3.053 0.170 0.082 0.005 0.078 -0.053
H -4.014 -0.113 1.979 -0.016 0.004 0.004
H -5.167 -0.006 0.627 -0.003 0.003 -0.025
H -4.443 -2.195 -0.215 -0.010 -0.008 -0.013
H -4.465 -2.476 1.536 0.012 -0.002 0.005
H -2.146 -2.826 0.073 -0.028 0.014 0.025
H -2.086 -2.144 1.719 -0.031 -0.014 -0.039
H -3.351 0.261 -0.972 -0.006 0.023 0.051
H -2.677 1.134 0.427 -0.018 0.000 -0.003
```
Forces are in eV/Å.

These are the Mulliken partial charges, in e, on atoms 1 to 6: atom 1 (Rb): 0.92, atom 2 (C): -0.92, atom 3 (C): -0.41, atom 4 (C): -0.36, atom 5 (C): -0.77, atom 6 (C): -0.50


Which of these has the lowest maximum force?
C33H50O4PRbSSe2Si